# 1
C11H17Cl2NO2PbS | ωB97M-V/def2-TZVPD

```
35
Properties=species:S:1:pos:R:3:lowdin_charge:R:1
C 0.286 -1.184 -1.204 -0.24
C 1.133 -0.039 -1.402 -0.24
C 0.296 1.115 -1.481 -0.24
C 2.605 -0.020 -1.457 -0.07
C -1.059 0.701 -1.320 -0.24
C -1.074 -0.720 -1.161 -0.23
C -2.270 -1.548 -0.935 -0.05
C 0.735 -2.572 -1.015 -0.06
C 0.778 2.509 -1.501 -0.04
C -2.219 1.609 -1.270 -0.07
Pb 0.308 0.122 1.498 1.06
Cl 4.798 1.554 1.799 -0.81
Cl 2.707 -0.985 1.666 -0.16
O -1.877 0.978 1.619 -0.45
H 3.034 -0.930 -1.031 0.04
H 3.004 0.757 -0.796 0.05
H 3.055 0.148 -2.441 0.09
H 1.717 2.628 -0.940 0.09
H 0.063 3.198 -1.035 0.08
H 0.970 2.888 -2.508 0.08
H -1.984 2.481 -0.654 0.07
H -3.072 1.143 -0.771 0.07
H -2.560 1.990 -2.240 0.08
H -2.996 -0.994 -0.336 0.08
H -2.020 -2.427 -0.336 0.07
H -2.787 -1.890 -1.843 0.08
H 1.662 -2.586 -0.434 0.05
H 0.910 -3.142 -1.936 0.08
H 0.015 -3.122 -0.406 0.07
H -2.061 1.573 2.352 -0.06
O -0.718 -1.830 1.830 -0.46
H -1.530 -1.624 2.347 -0.03
S 0.193 0.296 4.378 0.50
C 0.045 0.067 5.895 -1.11
N -0.088 -0.143 7.070 -0.06
```

## Properties
E_HOMO (alpha / beta): -1.25 / -1.50 eV
LUMO (alpha / beta): 1.870 / 2.021 eV
energy above the lowest of the compared OMol25 structures with the same formula, charge and spin: 51.8 kcal/mol
total charge: -2
F_max: 7.751 eV/Å
energy: -2145.95298 hartree



# 2
C11H17Cl2NO2SW | ωB97M-V/def2-TZVPD

```
35
Properties=species:S:1:pos:R:3:lowdin_charge:R:1
C 1.237 1.881 -0.901 -0.35
C 1.412 1.957 0.534 -0.40
C 0.132 1.777 1.154 -0.39
C 2.682 2.382 1.212 -0.08
C -0.853 1.736 0.091 -0.32
C -0.165 1.750 -1.176 -0.34
C -0.778 1.753 -2.519 -0.09
C 2.350 2.004 -1.903 -0.04
C -0.127 1.664 2.626 -0.08
C -2.322 1.802 0.286 -0.06
W 0.539 0.006 0.027 1.01
Cl 2.443 -0.893 1.103 -0.07
Cl 0.793 -1.200 -1.858 0.14
O -2.357 -0.559 -1.332 -0.51
H 3.588 1.970 0.732 0.07
H 2.693 2.064 2.265 0.06
H 2.743 3.487 1.180 0.08
H 0.636 1.043 3.108 0.07
H -1.092 1.189 2.819 0.06
H -0.098 2.659 3.084 0.08
H -2.608 1.528 1.315 0.07
H -2.838 1.089 -0.404 0.05
H -2.701 2.827 0.094 0.08
H -1.688 1.144 -2.512 0.06
H -0.142 1.282 -3.297 0.01
H -1.047 2.770 -2.835 0.08
H 3.240 1.435 -1.594 0.08
H 2.647 3.060 -2.002 0.08
H 2.043 1.625 -2.890 0.08
H -3.050 -1.029 -0.806 -0.11
O -0.303 0.157 -4.675 -0.65
H -0.697 -0.737 -4.491 -0.15
S -1.216 -3.498 1.388 0.56
C -0.943 -1.949 1.377 -0.97
N -0.701 -0.765 1.443 -0.11
```

## Properties
E_HOMO (alpha / beta): 0.22 / 0.23 eV
LUMO (alpha / beta): 4.843 / 4.833 eV
spin multiplicity: 3
energy above the lowest of the compared OMol25 structures with the same formula, charge and spin: 96.9 kcal/mol
total charge: -2
F_max: 4.306 eV/Å
energy: -2020.21000 hartree



# 3
C11H17Cl3GeN4O4Ti | ωB97M-V/def2-TZVPD

```
41
Properties=species:S:1:pos:R:3:lowdin_charge:R:1
Ti -0.771 -1.311 0.615 0.92
O -0.130 0.506 0.674 -0.25
N -0.874 1.527 0.668 0.06
N -2.108 1.181 0.636 -0.13
O -2.370 -0.148 0.617 -0.18
C -3.157 2.122 0.638 -0.17
C -2.891 3.489 0.666 -0.02
C -3.930 4.404 0.669 -0.07
C -5.247 3.963 0.644 -0.08
C -5.516 2.602 0.616 -0.06
C -4.475 1.687 0.614 0.00
H -1.869 3.842 0.686 0.11
H -3.706 5.461 0.691 0.11
H -6.060 4.677 0.646 0.11
H -6.534 2.241 0.597 0.11
H -4.684 0.625 0.593 0.12
C 4.559 -0.441 -0.202 -0.04
N 3.424 -1.222 0.266 -0.11
C 3.621 -1.898 1.544 -0.03
C 2.148 -1.061 -0.157 -0.51
O 1.204 -1.326 0.615 -0.23
N 1.899 -0.618 -1.423 -0.10
C 2.834 -0.668 -2.532 -0.04
C 0.534 -0.265 -1.802 -0.02
H 5.139 -0.113 0.661 0.09
H 4.237 0.448 -0.736 0.09
H 5.206 -1.054 -0.832 0.09
H 4.588 -2.399 1.533 0.10
H 2.850 -2.642 1.715 0.05
H 3.596 -1.169 2.360 0.10
H 3.620 -1.393 -2.348 0.09
H 3.260 0.321 -2.717 0.09
H 2.301 -0.984 -3.429 0.10
H -0.132 -0.215 -0.937 0.02
H 0.147 -1.006 -2.510 0.11
H 0.535 0.719 -2.276 0.12
O -2.108 -2.289 0.600 -0.51
Cl 0.579 -4.480 2.593 0.04
Ge 0.023 -3.815 0.585 -0.22
Cl 1.777 -4.131 -0.705 0.08
Cl -1.516 -5.169 -0.136 0.07
```

## Properties
E_HOMO: -7.07 eV
LUMO: -0.837 eV
energy above the lowest of the compared OMol25 structures with the same formula, charge and spin: 92.5 kcal/mol
F_max: 4.921 eV/Å
energy: -5256.31944 hartree



# 4
C11H17LiN7S4Sb | ωB97M-V/def2-TZVPD

```
41
Properties=species:S:1:pos:R:3:lowdin_charge:R:1
Li 0.285 -2.306 0.613 0.30
S -3.247 0.300 2.572 -0.25
Sb -2.051 -1.690 2.428 -0.02
S -2.178 -2.631 0.304 -0.37
S 0.177 -1.594 3.078 -0.37
N 4.257 -1.037 0.085 0.03
C 2.979 -0.650 -0.075 -0.19
N 2.192 -1.681 0.047 0.05
C 3.034 -2.723 0.309 -0.32
N 4.311 -2.357 0.334 0.12
C 2.515 -4.037 0.520 -0.20
C 3.330 -5.126 0.840 -0.08
N 2.854 -6.330 1.073 0.08
C 1.516 -6.456 0.985 -0.10
C 0.699 -5.395 0.642 -0.10
N 1.170 -4.176 0.414 0.08
H 5.108 -0.502 0.018 0.15
H 2.660 0.354 -0.268 0.06
H 4.401 -4.994 0.899 0.11
H 1.120 -7.440 1.192 0.10
H -0.371 -5.507 0.542 0.10
C -0.617 4.779 -2.738 -0.10
C -0.504 3.973 -1.451 -0.27
N -0.763 2.561 -1.694 -0.05
C -1.029 1.732 -0.602 -0.84
S 0.095 0.588 -0.173 0.64
N -2.174 1.862 0.047 -0.02
C -3.278 2.724 -0.278 -0.25
C -3.517 3.730 0.845 -0.09
H -0.420 5.826 -2.522 0.07
H -1.613 4.684 -3.157 0.07
H 0.101 4.441 -3.482 0.07
H -1.220 4.346 -0.718 0.09
H 0.501 4.109 -1.026 0.12
H 0.007 2.156 -2.220 0.09
H -2.355 1.250 0.859 -0.06
H -4.169 2.095 -0.386 0.12
H -3.081 3.214 -1.233 0.10
H -3.702 3.187 1.769 0.04
H -4.376 4.356 0.616 0.07
H -2.644 4.364 0.993 0.06
```

## Properties
E_HOMO (alpha / beta): -3.02 / -4.02 eV
LUMO (alpha / beta): 1.964 / 1.963 eV
spin multiplicity: 2
energy above the lowest of the compared OMol25 structures with the same formula, charge and spin: 12.6 kcal/mol
total charge: -1
F_max: 2.343 eV/Å
energy: -2653.37994 hartree



# 5
C11H17N2O9PS | ωB97M-V/def2-TZVPD

```
41
Properties=species:S:1:pos:R:3:lowdin_charge:R:1
O -0.556 -0.120 2.431 -0.19
C 0.403 -0.193 1.510 -0.54
O 1.637 -0.923 1.842 -0.32
C 0.339 0.542 0.007 -0.26
C 0.092 -0.695 -1.026 -0.29
C -1.248 -0.666 -1.940 -0.24
C -2.580 -1.395 -1.350 -0.27
C -2.388 -2.329 -0.029 -0.45
S -4.046 -2.986 0.656 0.79
C -5.088 -1.406 0.858 -0.43
N -5.272 -0.552 2.117 0.04
N -6.118 0.456 1.627 -0.07
C -6.502 0.362 0.167 -0.07
O -5.848 -0.864 -0.316 -0.16
P -1.094 1.777 0.145 0.66
O -0.679 2.821 1.303 -0.47
O -2.634 1.135 0.615 -0.28
O -1.150 2.771 -1.327 -0.30
H 0.278 -1.705 -0.427 0.10
H 1.008 -0.653 -1.793 0.09
H -0.969 -1.260 -2.940 0.09
H -1.578 0.402 -2.328 0.09
H -3.017 -2.103 -2.206 0.10
H -3.412 -0.548 -1.220 0.08
H -1.746 -1.852 0.840 0.10
H -1.795 -3.316 -0.346 0.10
H -7.160 1.036 -0.528 0.12
H -3.259 1.355 -0.153 0.04
H -2.098 2.995 -1.559 0.04
C 3.779 1.366 1.813 -0.05
O 5.039 1.657 1.211 -0.03
C 5.536 0.652 0.446 -0.57
O 5.005 -0.429 0.248 0.12
O 6.728 1.060 -0.060 -0.03
C 7.372 0.096 -0.892 -0.08
H 3.476 2.238 2.400 0.09
H 3.017 1.186 1.047 0.08
H 3.862 0.508 2.487 0.09
H 6.754 -0.134 -1.766 0.09
H 7.599 -0.813 -0.325 0.09
H 8.314 0.528 -1.241 0.08
```

## Properties
E_HOMO: 0.17 eV
LUMO: 4.225 eV
total charge: -2
F_max: 8.834 eV/Å
energy: -1955.27907 hartree



# 6
C11H17N4 | ωB97M-V/def2-TZVPD

```
32
Properties=species:S:1:pos:R:3:lowdin_charge:R:1
C -2.795 0.837 -1.065 0.18
C -1.609 0.731 -0.801 -0.06
C 0.658 1.125 -2.705 -0.15
C 0.281 -1.236 -2.729 -0.50
C -0.252 0.262 -3.296 -0.06
C 0.232 -0.163 3.575 -0.16
C 0.633 1.120 3.055 -0.20
C 0.443 -1.271 2.488 -0.13
C -0.024 1.400 1.744 -0.11
C -0.196 -0.982 1.206 -0.14
C -0.151 0.683 -0.638 -0.24
N 0.811 1.195 -1.437 0.14
N 0.095 -1.623 -1.556 0.22
N 0.642 -1.944 -3.727 0.15
N 0.317 0.372 0.741 -0.04
H -3.739 1.013 -1.583 0.08
H 1.490 1.490 -3.318 0.14
H -1.281 0.291 -3.022 0.09
H -0.132 0.248 -4.331 0.09
H 0.618 -0.398 4.537 0.12
H -0.779 -0.065 3.789 0.10
H 0.389 1.899 3.662 0.10
H 1.670 1.328 2.941 0.13
H 1.497 -1.308 2.245 0.12
H 0.104 -2.299 2.809 0.15
H -1.086 1.328 1.832 0.13
H 0.330 2.413 1.337 0.18
H -0.051 -1.648 0.374 0.07
H -1.266 -0.816 1.276 0.14
H 0.908 -1.489 -4.693 0.19
H 0.914 -2.839 -3.522 0.09
H 1.329 0.348 0.813 0.18
```

## Properties
E_HOMO (alpha / beta): -11.82 / -12.63 eV
LUMO (alpha / beta): -4.056 / -4.488 eV
energy above the lowest of the compared OMol25 structures with the same formula, charge and spin: 171.3 kcal/mol
total charge: +1
F_max: 6.696 eV/Å
energy: -647.92049 hartree



# 7
C11H17NO2 | ωB97M-V/def2-TZVPD

```
31
Properties=species:S:1:pos:R:3:lowdin_charge:R:1
C 3.956 1.348 0.450 -0.07
C 4.224 -0.032 -0.145 -0.27
O 3.087 -0.679 -0.676 -0.15
C 2.139 -1.144 0.257 -0.17
C 0.906 -0.224 0.381 -0.36
O 0.020 -0.709 1.360 -0.01
C 0.234 -0.063 -0.997 -0.15
N -0.930 0.785 -0.968 0.02
C -2.161 0.362 -0.499 -0.28
C -2.612 -0.954 -0.622 -0.05
C -3.883 -1.304 -0.208 -0.10
C -4.739 -0.359 0.330 -0.11
C -4.307 0.952 0.446 -0.10
C -3.038 1.308 0.040 -0.04
H 3.431 1.971 -0.270 0.08
H 3.361 1.274 1.357 0.07
H 4.903 1.821 0.699 0.07
H 4.901 0.060 -0.999 0.12
H 4.700 -0.673 0.611 0.12
H 1.803 -2.126 -0.103 0.13
H 2.588 -1.279 1.248 0.13
H 1.212 0.761 0.748 0.14
H -0.416 -1.503 1.029 0.09
H -0.044 -1.046 -1.381 0.12
H 0.968 0.367 -1.684 0.13
H -0.716 1.735 -0.694 0.13
H -1.978 -1.714 -1.055 0.10
H -4.208 -2.329 -0.311 0.10
H -5.730 -0.640 0.654 0.09
H -4.963 1.703 0.863 0.10
H -2.709 2.333 0.137 0.11
```

## Properties
E_HOMO: -7.68 eV
LUMO: 0.896 eV
energy above the lowest of the compared OMol25 structures with the same formula, charge and spin: 22.8 kcal/mol
F_max: 0.691 eV/Å
SMILES string: CCOC[C@H](O)CNc1ccccc1
energy: -634.56169 hartree